Arrangement one

Formula: C6H12N2O
Source: the OMol25 dataset
Level of theory: the ωB97M-V functional and the def2-TZVPD basis

Summary:
HOMO energy	-8.65	eV
molar mass	128.2	g mol⁻¹
net charge	0
SMILES	[H]/N=C(/C)[C@@H](C)C(=O)NC
LUMO level	0.010	Ha

Positions of all 21 atoms, in Å:
1 C -0.243 0.483 0.531
2 C 1.767 -1.891 0.289
3 C -0.961 1.071 1.707
4 C 0.433 1.558 -1.821
5 N 0.378 -1.790 0.681
6 C -0.608 -0.925 0.180
7 C -0.618 0.693 -1.163
8 N -1.757 0.622 -1.755
9 O -1.798 -1.330 0.213
10 H -0.041 -2.627 1.071
11 H 0.801 0.802 0.536
12 H -2.388 0.007 -1.214
13 H 2.222 -2.718 0.839
14 H 1.843 -2.085 -0.786
15 H 2.295 -0.966 0.530
16 H -0.392 0.878 2.623
17 H -1.965 0.667 1.863
18 H -1.053 2.158 1.590
19 H 0.496 2.519 -1.302
20 H 1.418 1.089 -1.759
21 H 0.170 1.787 -2.855

Atomic partial charges in e from the Mulliken method, atoms 1 to 8: 0.4595 -0.8214 -1.5511 -1.2361 -0.1825 0.4469 0.5788 -0.7469

Arrangement two

Formula: C6H12N2O
Source: the OMol25 dataset
Level of theory: the ωB97M-V functional and the def2-TZVPD basis

Summary:
HOMO energy	-9.09	eV
molar mass	128.2	g mol⁻¹
net charge	0
SMILES	CC(C)C(N)=O.C#CN
LUMO level	0.023	Ha

Positions of all 21 atoms, in Å:
1 C -0.570 -0.761 0.908
2 C 0.660 -0.555 1.782
3 C -1.555 0.395 0.961
4 C 1.012 1.580 -1.064
5 C 0.185 2.254 -1.637
6 H -1.094 -1.626 1.332
7 H 1.324 -1.419 1.749
8 H 1.194 0.340 1.472
9 H -1.808 0.627 1.998
10 H -1.133 1.309 0.547
11 H -2.487 0.136 0.458
12 H 0.422 -0.363 2.830
13 H -0.713 2.730 -1.916
14 C -0.113 -1.503 -0.566
15 N 1.938 0.593 -0.845
16 N -0.614 -0.914 -1.690
17 O -0.046 -2.719 -0.544
18 H -0.740 0.086 -1.695
19 H 2.591 0.476 -1.619
20 H 2.506 0.847 -0.040
21 H -0.960 -1.513 -2.421

Atomic partial charges in e from the Mulliken method, atoms 1 to 8: 0.7301 -1.4524 -1.4074 -0.0771 -0.4368 0.3727 0.3213 0.2261

Arrangement three

Formula: C6H12N2O
Source: the OMol25 dataset
Level of theory: the ωB97M-V functional and the def2-TZVPD basis

Summary:
HOMO energy	-7.78	eV
molar mass	128.2	g mol⁻¹
net charge	0
LUMO level	0.029	Ha

Positions of all 21 atoms, in Å:
1 C -1.011 0.358 0.999
2 C 1.956 -0.923 -1.667
3 C -0.319 0.746 2.277
4 C -2.031 -0.742 1.092
5 C 0.124 0.864 -1.165
6 C 0.834 -0.307 -0.889
7 N 0.304 1.513 -2.304
8 N 0.477 -0.794 0.304
9 O 0.976 -1.791 0.834
10 H -1.420 1.226 0.499
11 H -0.245 2.332 -2.507
12 H 0.971 1.243 -3.024
13 H 2.854 -0.301 -1.620
14 H 2.205 -1.906 -1.266
15 H 1.691 -1.056 -2.719
16 H 0.454 1.493 2.093
17 H 0.136 -0.120 2.757
18 H -1.053 1.193 2.958
19 H -2.424 -0.995 0.107
20 H -1.602 -1.638 1.540
21 H -2.875 -0.395 1.700

Atomic partial charges in e from the Mulliken method, atoms 1 to 8: 0.5167 -1.3869 -1.2658 -1.2428 -0.8217 0.8360 -0.2544 0.4540

Arrangement four

Formula: C6H12N2O
Source: the OMol25 dataset
Level of theory: the ωB97M-V functional and the def2-TZVPD basis

Summary:
HOMO energy	-8.56	eV
molar mass	128.2	g mol⁻¹
net charge	0
SMILES	C/N=C1\NO1.C=C(C)C
LUMO level	0.020	Ha

Positions of all 21 atoms, in Å:
1 C -0.975 0.896 0.432
2 C 0.127 1.067 -0.378
3 C -0.990 1.338 1.855
4 C -2.242 0.344 -0.126
5 C 2.030 -1.236 -2.006
6 N 1.329 -0.895 1.268
7 C 0.783 -1.045 -0.034
8 O -0.041 -1.435 1.039
9 N 0.976 -1.649 -1.119
10 H 1.909 -1.705 1.499
11 H 0.939 1.686 -0.026
12 H -0.010 1.075 -1.452
13 H -1.628 2.223 1.956
14 H -1.404 0.548 2.486
15 H 0.013 1.569 2.208
16 H -2.657 -0.411 0.546
17 H -2.973 1.150 -0.245
18 H -2.078 -0.113 -1.101
19 H 2.898 -0.785 -1.511
20 H 1.626 -0.510 -2.724
21 H 2.365 -2.112 -2.569

Atomic partial charges in e from the Mulliken method, atoms 1 to 8: 1.2595 -1.3267 -1.3038 -1.3609 -0.7873 -0.4611 0.8142 -0.3879

Which of them is the most stable, and which is the least stable? arrangement one and arrangement three, in that order.

Arrangement one

Formula: C6H12N2O
Source: the OMol25 dataset
Level of theory: the ωB97M-V functional and the def2-TZVPD basis

Summary:
HOMO energy	-7.49	eV
molar mass	128.2	g mol⁻¹
net charge	0
SMILES	[H]/N=C(\NC)C(C)=O.C=C
LUMO level	0.002	Ha

Positions of all 21 atoms, in Å:
1 C 0.896 1.189 -1.242
2 C -0.463 1.228 -1.546
3 C 2.121 -0.352 0.996
4 C -2.178 -1.485 -0.185
5 N 0.978 0.523 0.692
6 C -0.728 -1.085 -0.162
7 C -0.372 -0.002 0.807
8 N -1.212 0.411 1.666
9 O 0.135 -1.737 -0.736
10 H 1.044 1.398 1.206
11 H -0.889 1.205 2.217
12 H 1.456 2.103 -1.058
13 H 1.485 0.408 -1.707
14 H -1.043 2.113 -1.323
15 H -0.868 0.555 -2.287
16 H 2.145 -0.626 2.052
17 H 2.028 -1.241 0.379
18 H 3.040 0.183 0.750
19 H -2.378 -2.119 0.682
20 H -2.819 -0.611 -0.113
21 H -2.378 -2.057 -1.090

Atomic partial charges in e from the Mulliken method, atoms 1 to 8: -0.2317 -0.9071 -0.9309 -1.2812 -0.1694 0.8231 0.2208 -0.6969

Arrangement two

Formula: C6H12N2O
Source: the OMol25 dataset
Level of theory: the ωB97M-V functional and the def2-TZVPD basis

Summary:
HOMO energy	-7.64	eV
molar mass	128.2	g mol⁻¹
net charge	0
LUMO level	0.001	Ha

Positions of all 21 atoms, in Å:
1 C -1.312 -0.284 0.562
2 C 0.057 0.886 2.279
3 C 1.858 1.071 -0.212
4 C -1.106 -1.382 -2.150
5 N -0.319 0.586 0.911
6 C 0.347 1.036 -0.325
7 C -0.325 -1.179 -0.885
8 N 0.569 -2.015 -0.530
9 O -0.254 1.760 -1.113
10 H 1.036 -1.694 0.324
11 H -2.003 0.077 -0.196
12 H -1.785 -0.858 1.361
13 H 0.126 1.964 2.445
14 H -0.681 0.509 2.990
15 H 1.023 0.434 2.513
16 H 2.271 0.176 0.252
17 H 2.138 1.930 0.406
18 H 2.284 1.211 -1.206
19 H -0.592 -0.889 -2.980
20 H -1.252 -2.443 -2.362
21 H -2.082 -0.895 -2.084

Atomic partial charges in e from the Mulliken method, atoms 1 to 8: -0.5877 -0.8271 -1.1134 -1.2259 0.1438 0.4635 0.6203 -0.7230

Which of them is the most stable, and which is the least stable? arrangement one and arrangement two, in that order.

Arrangement one

Formula: C6H12N2O
Source: the OMol25 dataset
Level of theory: the ωB97M-V functional and the def2-TZVPD basis

Summary:
HOMO energy	-8.82	eV
molar mass	128.2	g mol⁻¹
net charge	0
SMILES	C=C[C@H](N)O.[H]/N=C\C=C
LUMO level	-0.021	Ha

Positions of all 21 atoms, in Å:
1 C 1.948 0.997 -0.148
2 N 3.225 1.482 0.319
3 C 1.374 -0.016 0.790
4 C 0.847 -1.198 0.414
5 O 0.942 1.971 -0.144
6 H -0.189 1.609 -0.354
7 H 2.104 0.564 -1.151
8 H 3.571 2.187 -0.324
9 H 3.100 1.935 1.219
10 H 1.179 0.372 1.783
11 H 1.182 -1.676 -0.496
12 H 0.338 -1.818 1.137
13 C -1.231 -0.309 -0.888
14 C -2.148 -1.407 -0.581
15 C -3.146 -1.337 0.296
16 N -1.384 0.938 -0.562
17 H -2.039 1.122 0.192
18 H -0.576 -0.466 -1.739
19 H -1.921 -2.346 -1.070
20 H -3.379 -0.426 0.830
21 H -3.796 -2.178 0.476

Atomic partial charges in e from the Mulliken method, atoms 1 to 8: 0.2241 -0.6583 -0.2330 -0.8739 -0.7050 0.3426 0.2331 0.2623

Arrangement two

Formula: C6H12N2O
Source: the OMol25 dataset
Level of theory: the ωB97M-V functional and the def2-TZVPD basis

Summary:
HOMO energy	-8.53	eV
molar mass	128.2	g mol⁻¹
net charge	0
SMILES	[H]/N=C\N(C)C.C#CCO
LUMO level	0.029	Ha

Positions of all 21 atoms, in Å:
1 C -2.565 -0.226 -0.211
2 O -1.783 0.559 0.683
3 C -2.642 -1.627 0.184
4 C -2.756 -2.749 0.590
5 H -2.091 0.403 1.583
6 H -3.584 0.181 -0.288
7 H -2.072 -0.145 -1.184
8 H -2.907 -3.728 0.954
9 C 2.051 1.866 -0.020
10 C 1.644 -0.359 0.880
11 N 1.372 0.588 -0.194
12 C 1.342 0.000 -1.518
13 N 0.283 0.315 -2.118
14 H 0.010 1.029 -1.207
15 H 1.934 -0.900 -1.694
16 H 3.140 1.748 -0.039
17 H 1.765 2.311 0.935
18 H 1.736 2.535 -0.819
19 H 2.694 -0.677 0.893
20 H 1.426 0.105 1.842
21 H 1.003 -1.228 0.751

Atomic partial charges in e from the Mulliken method, atoms 1 to 8: -0.5622 -0.4843 -0.3658 0.1733 0.3025 0.2759 0.2760 0.4090

Arrangement three

Formula: C6H12N2O
Source: the OMol25 dataset
Level of theory: the ωB97M-V functional and the def2-TZVPD basis

Summary:
HOMO energy	-7.99	eV
molar mass	128.2	g mol⁻¹
net charge	0
LUMO level	-0.038	Ha

Positions of all 21 atoms, in Å:
1 C 1.202 1.603 -0.892
2 C 0.206 -0.175 0.775
3 C 0.498 1.433 0.328
4 N 1.390 -0.898 0.588
5 C -0.101 2.329 1.108
6 N -0.577 -0.355 1.791
7 H 1.375 -1.846 0.934
8 H 1.819 -0.824 -0.322
9 H -0.217 -1.053 2.443
10 H 0.473 0.593 -1.666
11 H 0.940 2.463 -1.500
12 H 2.248 1.311 -0.912
13 H -0.738 2.021 1.924
14 H 0.098 3.384 0.971
15 C -1.325 -2.035 -0.609
16 C -0.985 -0.585 -0.813
17 O -0.259 -0.315 -1.862
18 H -1.790 0.117 -0.577
19 H -2.041 -2.339 -1.377
20 H -1.778 -2.170 0.372
21 H -0.438 -2.661 -0.706

Atomic partial charges in e from the Mulliken method, atoms 1 to 8: -1.2900 0.2390 0.7830 -0.4770 -1.0762 -0.7116 0.2879 0.2752

Which of them is the most stable, and which is the least stable? arrangement one and arrangement three, in that order.

Arrangement one

Formula: C6H12N2O
Source: the OMol25 dataset
Level of theory: the ωB97M-V functional and the def2-TZVPD basis

Summary:
HOMO energy	-9.33	eV
molar mass	128.2	g mol⁻¹
net charge	0
SMILES	CC[C@@]1(CN)CN1C=O
LUMO level	0.029	Ha

Positions of all 21 atoms, in Å:
1 C -0.196 2.275 -0.624
2 C 0.719 1.129 -0.503
3 C 0.078 -0.097 0.071
4 C 0.898 -1.369 0.147
5 C -1.015 -0.003 1.117
6 C -1.984 -1.401 -0.703
7 H -1.010 2.020 -1.332
8 H 0.356 3.195 -1.004
9 H -0.636 2.477 0.340
10 H 1.018 0.941 -1.562
11 H 1.622 1.442 0.091
12 H 0.333 -2.158 0.687
13 H 1.085 -1.720 -0.872
14 H 2.878 -0.695 0.304
15 H 2.097 -0.839 1.752
16 H -1.176 -0.930 1.748
17 H -1.304 0.928 1.607
18 H -2.977 -1.538 -0.257
19 N 2.151 -1.239 0.830
20 N -1.373 -0.207 -0.301
21 O -1.564 -2.210 -1.534

Atomic partial charges in e from the Mulliken method, atoms 1 to 8: -1.3367 -0.2817 1.1987 -1.0375 -0.8791 0.0510 0.3138 0.3768

Arrangement two

Formula: C6H12N2O
Source: the OMol25 dataset
Level of theory: the ωB97M-V functional and the def2-TZVPD basis

Summary:
HOMO energy	-7.62	eV
molar mass	128.2	g mol⁻¹
net charge	0
LUMO level	0.026	Ha

Positions of all 21 atoms, in Å:
1 C -1.602 -0.402 -0.675
2 C 0.592 -0.438 -1.861
3 C -0.942 1.618 0.936
4 C 1.400 1.471 0.388
5 C 0.171 -2.024 0.502
6 C -0.281 -0.225 -0.625
7 N -2.713 -0.726 -0.501
8 N 0.026 1.058 0.016
9 O -0.490 -2.276 1.674
10 H 0.788 0.477 -2.406
11 H 0.072 -1.387 -2.289
12 H 1.682 -0.653 -1.580
13 H -0.949 2.692 0.676
14 H -1.999 1.148 0.865
15 H -0.638 1.466 2.019
16 H 1.352 2.646 0.369
17 H 1.636 1.181 1.455
18 H 2.032 1.328 -0.448
19 H 0.030 -2.739 -0.337
20 H 1.222 -1.692 0.414
21 H -1.389 -2.525 1.406

Atomic partial charges in e from the Mulliken method, atoms 1 to 8: 0.1769 -1.4152 -1.0068 -1.1591 -0.4800 0.7489 -0.6387 0.1036

Which of them is the most stable, and which is the least stable? arrangement one and arrangement two, in that order.